Arrangement 1

# C4H7N2O

An isolated ion of composition C4H7N2O and charge +1 (ωB97M-V/def2-TZVPD, the Open Molecules 2025 dataset).

The structure (SMILES) is OC[N+]1=NC=CC1. As for the highest occupied orbital energy: -15.3 eV.

Geometry as ORCA input:
```
! RIJCOSX wB97M-V def2-TZVPD def2/J DEFGRID3
* xyz 1 1
C -1.815 0.043 0.406
C -1.655 1.187 -0.352
C -0.594 -0.678 0.461
C 1.579 -0.125 -0.581
N 0.200 0.142 -0.345
N -0.331 1.146 -0.858
O 2.021 -0.130 0.754
H -2.718 -0.421 0.827
H -2.389 1.968 -0.516
H -0.302 -0.356 1.460
H -0.602 -1.817 0.318
H 2.037 0.715 -1.224
H 2.802 -0.635 0.840
H 1.767 -1.037 -1.190
*
```

Arrangement 2

# C4H7N2O

An isolated ion of composition C4H7N2O and charge +1 (ωB97M-V/def2-TZVPD, the Open Molecules 2025 dataset).

The structure (SMILES) is [NH2+]=C1NCC=CO1. As for the highest occupied orbital energy: -13.6 eV.

Geometry as ORCA input:
```
! RIJCOSX wB97M-V def2-TZVPD def2/J DEFGRID3
* xyz 1 1
C 0.832 -0.621 -0.580
C -0.113 -0.104 1.676
C -1.185 0.837 -0.144
C -1.121 0.750 1.369
N -0.227 0.043 -1.004
N 1.823 -1.196 -1.153
O 0.908 -0.609 0.868
H 0.136 -0.167 2.669
H -2.118 0.616 -0.456
H -1.120 1.836 -0.486
H -1.967 1.159 1.886
H -0.347 0.327 -2.026
H 2.381 -1.706 -0.552
H 2.119 -1.165 -2.068
*
```

Arrangement 3

# C4H7N2O

An isolated ion of composition C4H7N2O and charge +1 (ωB97M-V/def2-TZVPD, the Open Molecules 2025 dataset).

The structure (SMILES) is C=[NH+]C/C=C\N=O. As for the highest occupied orbital energy: -14.1 eV.

Geometry as ORCA input:
```
! RIJCOSX wB97M-V def2-TZVPD def2/J DEFGRID3
* xyz 1 1
C -0.771 1.265 0.002
C -2.065 0.886 0.199
C 0.439 0.488 -0.308
C 1.191 -1.694 0.069
N 0.216 -0.893 0.071
N -2.670 -0.291 -0.054
O -2.129 -1.419 -0.032
H -0.611 2.348 0.181
H -2.740 1.693 0.323
H 0.284 0.333 -1.434
H 1.454 0.817 -0.036
H -0.759 -1.326 0.077
H 2.371 -1.687 0.085
H 0.922 -2.738 0.228
*
```

Arrangement 4

# C4H7N2O

A 2-piece molecular cluster, C4H7N2O overall (ωB97M-V/def2-TZVPD, the Open Molecules 2025 dataset).

As for the highest occupied orbital energy (alpha / beta): -14.7 / -14.7 eV.

Geometry as ORCA input:
```
! RIJCOSX wB97M-V def2-TZVPD def2/J DEFGRID3
* xyz 1 1
C 0.003 2.418 0.035
C 0.623 0.128 -0.069
C -2.177 0.024 -0.272
C 0.730 -2.176 -0.055
N 0.330 1.308 0.587
N 0.850 -0.915 0.597
O -3.180 -0.487 -0.284
H -0.115 3.319 0.601
H 0.030 2.593 -1.003
H 0.647 0.088 -1.219
H -0.065 -2.827 0.535
H 1.651 -2.750 -0.106
H 0.282 -2.004 -1.016
H 0.391 1.280 1.669
*
```

We find arrangement 2 to be the most stable, with the next structure 0.0303 hartree higher.

Arrangement 1

# C4H13NOS

A 2-piece molecular cluster, C4H13NOS overall (ωB97M-V/def2-TZVPD, the Open Molecules 2025 dataset).

The structure (SMILES) is CCNCCS.O. As for the highest occupied orbital energy: -8.6 eV.

Geometry as ORCA input:
```
! RIJCOSX wB97M-V def2-TZVPD def2/J DEFGRID3
* xyz 0 1
C -2.074 -1.264 0.652
N -1.096 -0.964 -0.502
C 0.356 -0.980 -0.058
C 0.522 -0.157 1.214
S 2.086 0.799 1.295
C -2.776 0.029 1.192
H -2.796 -1.959 0.219
H -1.543 -1.645 1.507
H -1.361 -0.096 -0.953
H 0.891 -0.431 -0.849
H 0.477 -2.056 -0.121
H -0.273 0.568 1.300
H 0.674 -0.856 2.041
H 1.598 2.038 1.446
H -2.829 -0.010 2.277
H -2.228 0.946 0.891
H -3.802 0.169 0.858
H 5.031 1.951 -3.437
H 4.189 2.229 -4.603
O 4.955 1.689 -4.369
*
```

Arrangement 2

# C4H13NOS

A 2-piece molecular cluster, C4H13NOS overall (ωB97M-V/def2-TZVPD, the Open Molecules 2025 dataset).

The structure (SMILES) is CN[C@H](C)CS.O. As for the highest occupied orbital energy: -8.9 eV.

Geometry as ORCA input:
```
! RIJCOSX wB97M-V def2-TZVPD def2/J DEFGRID3
* xyz 0 1
C 1.727 0.592 -2.102
N 0.668 0.888 -1.135
C 0.768 0.223 0.156
C -0.464 0.656 0.920
S -0.715 0.120 2.680
C 0.956 -1.271 0.057
H 1.671 -0.341 -2.606
H 1.591 1.281 -2.954
H 2.726 0.748 -1.589
H -0.226 0.676 -1.574
H 1.675 0.675 0.656
H -0.366 1.754 1.046
H -1.404 0.509 0.370
H -0.431 -1.232 2.647
H 1.499 -1.665 0.920
H 0.012 -1.788 0.035
H 1.507 -1.631 -0.824
H -1.146 -1.332 -2.602
H -2.276 -0.906 -1.751
O -1.904 -0.734 -2.627
*
```

We find arrangement 2 to be the most stable, with the next structure 0.0295 hartree higher.

Arrangement 1

# C4H13NOS

A 2-piece molecular cluster, C4H13NOS overall (ωB97M-V/def2-TZVPD, the Open Molecules 2025 dataset).

The structure (SMILES) is CNCCCS.O. As for the highest occupied orbital energy: -8.7 eV.

Geometry as ORCA input:
```
! RIJCOSX wB97M-V def2-TZVPD def2/J DEFGRID3
* xyz 0 1
C -1.534 0.408 1.404
C -1.546 1.937 1.327
S -2.450 2.530 -0.173
C -0.883 -0.270 0.146
N 0.273 0.403 -0.395
C 1.300 -0.518 -0.889
H -2.551 0.024 1.386
H -0.986 0.156 2.315
H -2.073 2.297 2.206
H -0.576 2.402 1.233
H -3.492 3.089 0.477
H -1.727 -0.288 -0.552
H -0.737 -1.309 0.454
H -0.099 0.895 -1.205
H 0.907 -1.266 -1.589
H 2.176 -0.130 -1.394
H 1.597 -1.099 -0.012
H 4.769 -3.029 -1.139
H 3.742 -3.431 -2.156
O 3.889 -2.801 -1.445
*
```

Arrangement 2

# C4H13NOS

A 2-piece molecular cluster, C4H13NOS overall (ωB97M-V/def2-TZVPD, the Open Molecules 2025 dataset).

The structure (SMILES) is CSCCCN.O. As for the highest occupied orbital energy: -8.5 eV.

Geometry as ORCA input:
```
! RIJCOSX wB97M-V def2-TZVPD def2/J DEFGRID3
* xyz 0 1
C 1.596 0.863 -0.703
C 1.154 0.309 0.656
C 0.676 -1.133 0.559
S -0.293 -1.690 1.987
C -1.911 -2.081 1.230
N 0.475 0.869 -1.652
H 1.914 1.897 -0.578
H 2.416 0.237 -1.064
H 1.999 0.358 1.327
H 0.311 0.924 1.004
H -0.004 -1.283 -0.273
H 1.520 -1.809 0.441
H -2.174 -3.104 1.466
H -1.869 -1.870 0.167
H -2.616 -1.398 1.698
H 0.763 1.352 -2.495
H 0.271 -0.074 -1.968
H -2.197 2.578 -0.545
H -0.744 2.185 -0.848
O -1.285 2.870 -0.407
*
```

Arrangement 3

# C4H13NOS

A 2-piece molecular cluster, C4H13NOS overall (ωB97M-V/def2-TZVPD, the Open Molecules 2025 dataset).

The structure (SMILES) is CSCCCN.O. As for the highest occupied orbital energy: -8.4 eV.

Geometry as ORCA input:
```
! RIJCOSX wB97M-V def2-TZVPD def2/J DEFGRID3
* xyz 0 1
C -0.992 1.145 -1.338
C -0.398 1.129 0.059
C -0.361 -0.284 0.681
S -0.081 -0.427 2.404
C 1.613 0.367 2.470
N -0.178 0.529 -2.380
H -1.166 2.223 -1.524
H -2.041 0.822 -1.334
H -0.922 1.843 0.699
H 0.616 1.535 -0.032
H 0.172 -0.885 -0.063
H -1.404 -0.602 0.518
H 1.673 1.202 1.786
H 1.637 0.865 3.436
H 2.244 -0.493 2.305
H 0.701 1.028 -2.402
H -0.653 0.667 -3.266
H 0.060 -3.250 -1.376
H -0.687 -3.658 -0.085
O 0.166 -3.757 -0.559
*
```

Arrangement 4

# C4H13NOS

A 2-piece molecular cluster, C4H13NOS overall (ωB97M-V/def2-TZVPD, the Open Molecules 2025 dataset).

The structure (SMILES) is CN[C@H](C)CS.O. As for the highest occupied orbital energy: -8.7 eV.

Geometry as ORCA input:
```
! RIJCOSX wB97M-V def2-TZVPD def2/J DEFGRID3
* xyz 0 1
C 0.751 1.203 1.803
N 0.399 0.328 0.691
C -0.827 0.654 -0.047
C -0.523 0.481 -1.532
S -1.924 0.774 -2.672
C -2.028 -0.168 0.414
H -0.081 1.861 2.083
H 0.997 0.622 2.680
H 1.610 1.826 1.558
H 0.356 -0.639 0.993
H -1.098 1.701 0.157
H 0.284 1.125 -1.866
H -0.224 -0.550 -1.713
H -2.057 2.092 -2.488
H -2.965 0.237 0.035
H -2.002 -1.227 0.109
H -2.069 -0.212 1.505
H 3.130 -3.748 -0.407
H 4.233 -2.898 -1.035
O 4.040 -3.460 -0.266
*
```

We find arrangement 2 to be the most stable, with the next structure 0.0132 hartree higher.

Arrangement 1

# C6H11NO2

One molecule with the formula C6H11NO2 (ωB97M-V/def2-TZVPD, the Open Molecules 2025 dataset).

The structure (SMILES) is CC(=O)C[C@H](N)C(C)=O. As for the highest occupied orbital energy: -9.4 eV.

Geometry as ORCA input:
```
! RIJCOSX wB97M-V def2-TZVPD def2/J DEFGRID3
* xyz 0 1
C -0.739 0.136 0.318
C -0.770 -1.195 -0.451
C 0.462 2.377 0.390
C 1.697 -1.588 0.177
C 0.090 1.181 -0.439
C 0.596 -1.725 -0.848
N -2.054 0.733 0.523
O 0.398 1.042 -1.595
O 0.776 -2.265 -1.908
H -0.297 -0.004 1.312
H -2.647 0.102 1.051
H -2.510 0.909 -0.370
H -1.254 -1.960 0.163
H -1.356 -1.072 -1.366
H 1.367 2.151 0.947
H 0.655 3.228 -0.247
H -0.332 2.599 1.094
H 1.327 -1.798 1.184
H 2.503 -2.273 -0.069
H 2.086 -0.578 0.135
*
```

Arrangement 2

# C6H11NO2

C6H11NO2 as an isolated structure (ωB97M-V/def2-TZVPD, the Open Molecules 2025 dataset).

As for the highest occupied orbital energy: -8.1 eV.

Geometry as ORCA input:
```
! RIJCOSX wB97M-V def2-TZVPD def2/J DEFGRID3
* xyz 0 1
C -1.779 -0.771 0.854
C 2.917 -0.693 -0.881
C -2.284 0.480 1.517
N 0.065 -0.712 0.280
C 0.037 0.180 -0.670
C 1.947 0.438 -1.112
C -0.731 0.708 -1.605
O 0.807 -0.406 1.435
O 2.236 1.481 -1.620
H 0.685 0.537 1.638
H -1.634 -1.613 1.524
H -2.325 -1.074 -0.035
H 3.920 -0.422 -1.217
H 2.935 -0.938 0.179
H 2.555 -1.568 -1.421
H -1.808 0.685 -1.560
H -0.269 1.266 -2.404
H -2.284 1.329 0.831
H -3.312 0.355 1.878
H -1.678 0.739 2.387
*
```

Arrangement 3

# C6H11NO2

One molecule with the formula C6H11NO2 (ωB97M-V/def2-TZVPD, the Open Molecules 2025 dataset).

The structure (SMILES) is [H]/N=C(OC)\C(C)=C(/C)O. As for the highest occupied orbital energy: -8.5 eV.

Geometry as ORCA input:
```
! RIJCOSX wB97M-V def2-TZVPD def2/J DEFGRID3
* xyz 0 1
C 0.773 0.052 2.237
C -1.955 0.868 -0.390
C 1.683 -0.494 -1.148
C -0.124 -1.320 0.393
C -0.496 0.763 -0.741
C 0.323 -0.304 -0.553
O -0.099 -0.952 1.706
O -0.007 1.839 -1.461
N -0.700 -2.430 0.096
H -0.721 2.486 -1.602
H -0.739 -2.538 -0.921
H 1.823 -0.190 2.055
H 0.602 0.097 3.316
H 0.516 1.042 1.850
H -2.328 0.026 0.197
H -2.553 0.931 -1.305
H -2.132 1.779 0.190
H 1.833 -1.538 -1.444
H 2.466 -0.231 -0.430
H 1.836 0.113 -2.046
*
```

We find arrangement 1 to be the most stable, with the next structure 0.0413 hartree higher.

Arrangement 1

# C6H11NO2

One molecule with the formula C6H11NO2 (ωB97M-V/def2-TZVPD, the Open Molecules 2025 dataset).

As for the highest occupied orbital energy (alpha / beta): -7.4 / -7.4 eV.

Geometry as ORCA input:
```
! RIJCOSX wB97M-V def2-TZVPD def2/J DEFGRID3
* xyz 0 1
C -1.909 0.320 0.010
C 0.409 2.060 -0.870
C 1.995 0.212 -0.128
C -0.287 -1.638 -0.630
C -0.463 -0.091 0.089
N -0.572 -2.189 1.473
C 0.584 0.706 -0.245
O -0.270 -0.869 1.635
O 0.476 -2.123 -1.348
H 0.206 -2.804 1.691
H -1.510 -2.431 1.773
H -2.202 0.704 -0.971
H -2.570 -0.519 0.208
H -2.126 1.097 0.743
H 1.040 2.203 -1.754
H 0.680 2.853 -0.165
H -0.609 2.266 -1.201
H 2.098 -0.623 0.568
H 2.659 1.007 0.223
H 2.371 -0.140 -1.101
*
```

Arrangement 2

# C6H11NO2

One molecule with the formula C6H11NO2 (ωB97M-V/def2-TZVPD, the Open Molecules 2025 dataset).

The structure (SMILES) is C=C[C@H](C)C(=O)N(C)O. As for the highest occupied orbital energy: -7.6 eV.

Geometry as ORCA input:
```
! RIJCOSX wB97M-V def2-TZVPD def2/J DEFGRID3
* xyz 0 1
C -0.400 0.853 -1.025
C 1.546 -2.011 0.023
C -1.841 1.081 -0.608
N 0.419 -1.081 0.001
C -0.013 -0.542 -1.336
C 0.639 0.876 0.383
C 0.235 1.356 1.597
O -0.435 -1.414 1.052
O 0.458 -0.979 -2.362
H -1.074 -0.770 1.417
H -0.101 1.515 -1.842
H 1.663 1.078 0.082
H 2.147 -1.803 0.909
H 1.157 -3.029 0.074
H 2.175 -1.959 -0.865
H -2.496 1.061 -1.484
H -2.204 0.312 0.075
H -1.932 2.054 -0.112
H -0.799 1.317 1.919
H 0.855 2.085 2.103
*
```

We find arrangement 1 to be the most stable, with the next structure 0.0114 hartree higher.

Arrangement 1

# C6H11NO2

C6H11NO2 as an isolated structure (ωB97M-V/def2-TZVPD, the Open Molecules 2025 dataset).

As for the highest occupied orbital energy: -7.8 eV.

Geometry as ORCA input:
```
! RIJCOSX wB97M-V def2-TZVPD def2/J DEFGRID3
* xyz 0 1
C -2.561 -0.242 -0.575
C -0.211 2.055 1.002
C -0.861 1.313 -0.131
O -1.874 0.491 0.351
O -0.795 1.602 -1.304
H -1.545 -1.079 -0.975
H -3.384 -0.767 -0.103
H -2.804 0.321 -1.473
H -0.819 2.929 1.234
H -0.136 1.424 1.881
H 0.779 2.379 0.693
C 2.825 -0.908 0.715
C -0.090 -1.499 -1.070
N 1.450 -0.446 0.660
C 0.641 -0.755 -0.194
H 3.483 -0.059 0.523
H 3.027 -1.252 1.731
H 3.040 -1.710 -0.001
H 0.040 -1.246 -2.115
H -0.206 -2.553 -0.850
*
```

Arrangement 2

# C6H11NO2

C6H11NO2 as an isolated structure (ωB97M-V/def2-TZVPD, the Open Molecules 2025 dataset).

As for the highest occupied orbital energy: -9.4 eV.

Geometry as ORCA input:
```
! RIJCOSX wB97M-V def2-TZVPD def2/J DEFGRID3
* xyz 0 1
C -0.535 -1.411 -0.539
C 0.118 -0.411 0.504
C 1.532 -0.731 0.603
C 0.635 0.568 -0.210
C -0.414 1.484 -0.830
C -1.065 0.359 1.255
H -2.422 -0.540 -0.950
H -0.468 -1.073 -1.720
H -0.325 -2.428 -0.095
H 1.928 -0.074 1.516
H 2.066 -1.901 0.881
H 2.529 0.410 -0.753
H 1.074 1.496 0.436
H -0.894 1.314 -1.897
H 0.350 2.609 -0.800
H -1.840 -0.328 1.624
H -0.481 0.897 1.943
N 1.780 -0.158 -0.726
O -2.062 -1.491 -0.386
O -1.506 1.410 0.143
*
```

Arrangement 3

# C6H11NO2

C6H11NO2 as an isolated structure (ωB97M-V/def2-TZVPD, the Open Molecules 2025 dataset).

As for the highest occupied orbital energy: -9.7 eV.

Geometry as ORCA input:
```
! RIJCOSX wB97M-V def2-TZVPD def2/J DEFGRID3
* xyz 0 1
C -0.570 -0.389 1.409
C -0.962 -0.081 -0.027
C -1.508 -1.353 -0.769
C 0.059 0.837 -0.781
C 0.805 1.783 0.158
C 1.941 -0.478 0.006
H -0.072 -1.460 1.333
H 0.405 0.327 2.155
H -1.633 -0.321 2.124
H -2.157 -1.831 0.021
H -0.686 -1.918 -1.171
H -2.116 -1.109 -1.775
H -2.673 0.453 -0.656
H -0.354 1.115 -1.728
H 0.646 1.776 1.297
H 1.010 2.873 -0.140
H 3.076 -0.253 0.062
N 1.403 0.696 -0.570
O -2.067 0.822 0.215
O 1.586 -1.628 0.097
*
```

We find arrangement 1 to be the most stable, with the next structure 0.0631 hartree higher.